C40H27F15GeIrN3PS | the ωB97M-V functional and the def2-TZVPD basis

Output
Kohn-Sham gap in eV: 8.6
HOMO in eV: -10.95
Energy above the lowest of the compared OMol25 structures with the same formula, charge and spin in kJ/mol: 0.0
Charge: +1

Atoms and positions in Å:
Ir  -0.3359  -0.0479  0.0460
N  -0.7880  1.9893  -0.3127
C  -1.9302  2.2672  0.6019
C  -1.5661  1.8587  2.0222
N  -0.8838  0.5362  2.0310
C  -1.3409  -0.6393  2.8230
C  -1.5678  -1.8346  1.9112
N  -0.4420  -1.9496  0.9463
H  0.0328  2.5469  -0.0718
H  -1.0357  2.2229  -1.2684
H  -2.7593  1.6697  0.2373
H  -2.2208  3.3188  0.5711
H  -2.4472  1.8655  2.6635
H  -0.8567  2.5801  2.4310
H  0.0651  0.7241  2.3578
H  -2.2371  -0.4147  3.4008
H  -0.5416  -0.8702  3.5290
H  -2.4634  -1.6862  1.3157
H  -1.6880  -2.7488  2.4951
H  -0.6066  -2.7112  0.2924
H  0.4368  -2.1570  1.4144
C  1.4469  -5.2122  -2.0845
C  0.3058  -4.8660  -2.7948
C  -0.1219  -3.5476  -2.8207
C  0.5853  -2.5691  -2.1233
C  1.7271  -2.9225  -1.4091
C  2.1614  -4.2406  -1.3985
P  0.0186  -0.8501  -2.1039
C  0.6153  -0.1328  -3.6477
C  0.1161  1.1053  -4.0512
C  0.5061  1.6531  -5.2607
C  1.3998  0.9664  -6.0740
C  1.9049  -0.2609  -5.6727
C  1.5262  -0.8073  -4.4539
C  -1.7771  -0.8902  -2.2004
C  -2.6976  -1.1186  -3.2126
C  -4.0465  -1.0510  -2.8941
C  -4.4346  -0.7410  -1.5959
C  -3.4956  -0.4639  -0.6049
C  -2.1327  -0.5160  -0.8972
H  1.7827  -6.2406  -2.0693
H  -0.2456  -5.6216  -3.3384
H  -1.0109  -3.2813  -3.3789
H  2.2729  -2.1612  -0.8641
H  3.0574  -4.5102  -0.8574
H  -0.5982  1.6339  -3.4293
H  0.1089  2.6088  -5.5753
H  1.7019  1.3909  -7.0219
H  2.6005  -0.7954  -6.3057
H  1.9222  -1.7685  -4.1481
H  -2.3751  -1.3458  -4.2224
H  -4.7964  -1.2341  -3.6518
H  -5.4895  -0.6894  -1.3563
H  -3.8581  -0.1941  0.3830
F  6.2298  2.3056  0.0112
C  5.9042  2.3802  1.3067
C  4.9307  1.5497  1.8332
C  4.6798  1.6617  3.1905
F  3.7604  0.8652  3.7583
C  5.3428  2.5640  3.9995
F  5.0695  2.6469  5.2981
C  6.3016  3.3906  3.4361
F  6.9473  4.2653  4.1916
C  6.5875  3.2986  2.0839
F  7.5123  4.0870  1.5470
Ge  3.9233  0.2186  0.8267
S  1.8156  0.7141  1.0099
C  4.5345  -1.4584  1.6771
C  3.7871  -2.3668  2.3981
F  2.4699  -2.1742  2.6098
C  4.3333  -3.5066  2.9617
F  3.5659  -4.3575  3.6417
C  5.6840  -3.7626  2.8073
F  6.2165  -4.8543  3.3341
C  6.4751  -2.8694  2.1018
F  7.7713  -3.1055  1.9511
C  5.8867  -1.7419  1.5634
F  6.6666  -0.8934  0.8795
C  4.4004  0.2567  -1.0786
C  4.8888  -0.8106  -1.8125
F  5.1041  -2.0020  -1.2314
C  5.1791  -0.7114  -3.1621
F  5.6483  -1.7613  -3.8363
C  4.9677  0.4886  -3.8160
F  5.2510  0.6031  -5.1067
C  4.4539  1.5705  -3.1229
F  4.2371  2.7214  -3.7535
C  4.1806  1.4351  -1.7763
F  3.7071  2.5054  -1.1282

C40H30Cl2I2LuN9O3S | the ωB97M-V functional and the def2-TZVPD basis

Output
Kohn-Sham gap in eV: 7.2
HOMO in eV: -7.26

Atoms and positions in Å:
Lu  10.4104  10.5252  13.0127
Cl  9.2836  17.0895  15.6456
C  9.0268  15.4481  15.1186
C  9.6004  15.0241  13.9750
C  9.4904  13.6642  13.6015
N  10.3047  12.9192  12.7448
C  10.7975  13.6218  11.7112
O  10.5703  14.7752  11.3571
C  11.9771  12.9422  11.0103
C  12.6749  13.6534  10.0372
C  13.8526  13.1566  9.5676
C  14.2485  11.9137  10.0488
C  13.4427  11.2107  10.9446
N  12.3066  11.7450  11.4175
C  8.6042  12.8450  14.2975
C  7.9720  13.3118  15.4510
C  8.2365  14.5735  15.8641
Cl  7.4643  15.0476  17.3067
N  8.5076  11.4671  13.8657
C  7.3729  10.8265  14.1513
O  6.2832  11.1913  14.6534
C  7.3202  9.3890  13.7036
C  6.3871  8.5061  14.2232
C  6.2509  7.2603  13.7311
C  7.1720  6.8411  12.7519
C  8.1320  7.7054  12.3110
N  8.1829  9.0044  12.6991
H  10.0965  15.7394  13.2823
H  12.3270  14.5956  9.7524
H  14.4856  13.7523  8.8966
H  15.2002  11.4853  9.8168
H  13.7317  10.2161  11.3090
H  7.2206  12.6027  15.8622
H  5.6023  8.8895  14.8633
H  5.5541  6.5313  14.0542
H  7.1013  5.8312  12.2939
H  8.8460  7.4679  11.5424
I  13.3971  7.4820  19.6960
C  12.4402  7.8746  17.8973
C  12.1612  6.9496  16.9113
C  11.4522  7.3408  15.7991
I  11.1805  6.0174  14.1691
C  10.9571  8.6316  15.5961
O  10.3439  8.9146  14.5288
C  11.2389  9.5669  16.6436
C  10.7573  10.9959  16.5784
N  11.1673  11.6241  15.2460
C  12.5804  11.9488  15.2871
C  13.5133  10.8753  14.7743
C  14.8303  10.8196  15.2762
C  15.5999  9.7136  15.0001
C  15.0306  8.7118  14.1503
C  13.8098  9.0020  13.5386
N  13.0024  10.0504  13.8545
C  11.9171  9.1211  17.7861
H  12.5354  5.9398  17.0907
H  11.2298  11.5913  17.2851
H  9.6495  11.1265  16.6925
H  10.6852  12.5414  15.2190
H  12.8727  12.0678  16.3260
H  12.7535  12.8905  14.7024
H  15.2151  11.6721  15.8529
H  16.6125  9.5593  15.3431
H  15.7337  7.9936  13.7752
H  13.3540  8.3333  12.8114
H  12.0172  9.8425  18.5557
C  12.9393  7.5178  8.3742
N  12.2067  8.7546  8.3911
C  12.1668  9.6139  7.3482
C  11.3569  10.6605  7.6443
N  10.7803  10.3519  8.8679
C  11.3230  9.2026  9.3643
S  11.1435  8.3794  10.8222
C  9.5972  11.0771  9.2430
C  8.8676  11.7765  8.2226
C  7.6999  12.4575  8.6101
C  7.3572  12.4585  9.9313
C  8.1410  11.8280  10.8502
N  9.2625  11.1113  10.5145
H  12.3278  6.6803  8.1325
H  13.4404  7.3893  9.3166
H  13.7302  7.6554  7.5674
H  12.7742  9.4790  6.4931
H  11.1079  11.6008  7.1718
H  9.1380  11.7375  7.1868
H  7.0703  12.9158  7.8465
H  6.5139  13.0291  10.3304
H  7.9182  11.8707  11.9006

C40H31AlF3O25 | the ωB97M-V functional and the def2-TZVPD basis

Output
Kohn-Sham gap in eV: 3.9
HOMO in eV: -4.74
Charge: -1

Atoms and positions in Å:
O  8.3920  1.9684  3.4609
Al  8.0256  3.3173  2.2658
C  5.9833  3.4276  2.0111
C  5.3192  4.4886  2.9204
C  3.9296  4.0564  3.4546
F  3.4535  4.5481  4.6275
C  3.2012  3.1525  2.7129
F  3.0190  1.8969  3.1354
F  2.6861  3.4384  1.5382
H  8.2234  2.2317  4.3696
H  8.6122  2.8144  0.8421
H  8.6210  4.7465  2.7034
H  5.7269  3.6819  0.9708
H  5.6123  2.4057  2.1803
H  5.1812  5.3922  2.3074
H  5.9671  4.8133  3.7469
C  1.3287  -0.4312  1.7187
C  1.5010  -0.1912  0.4134
C  0.9831  -1.1273  -0.6333
O  1.1523  -0.8468  -1.8087
C  0.2993  -2.3395  -0.1991
C  0.1309  -2.5801  1.1046
C  0.6255  -1.6307  2.1532
O  0.4211  -1.9043  3.3206
O  -0.4861  -3.6752  1.5555
O  2.1396  0.8912  -0.0314
H  1.6969  0.2378  2.4822
H  -0.0549  -3.0176  -0.9639
H  -0.4719  -3.5989  2.5280
H  2.1288  0.8312  -1.0029
C  -4.2726  -0.7497  -2.8050
C  -5.0154  -1.5145  -3.6060
C  -4.4101  -2.5778  -4.4646
O  -5.1498  -3.2539  -5.1604
C  -2.9694  -2.7543  -4.4357
C  -2.2147  -1.9873  -3.6362
C  -2.8225  -0.9379  -2.7531
O  -2.0983  -0.2842  -2.0332
O  -0.8929  -2.1112  -3.5774
O  -6.3553  -1.3819  -3.6932
H  -4.6992  0.0197  -2.1773
H  -2.5474  -3.5157  -5.0767
H  -0.5815  -1.4429  -2.9315
H  -6.6423  -2.0524  -4.3412
C  2.8550  8.1484  0.0835
C  1.8218  8.5575  -0.6574
C  0.4094  8.2067  -0.3063
O  -0.4880  8.6292  -1.0151
C  0.1778  7.3726  0.8643
C  1.2109  6.9560  1.6083
C  2.6221  7.3318  1.2723
O  3.5095  6.9404  1.9984
O  1.0481  6.1876  2.6838
O  1.9788  9.3066  -1.7566
H  3.8783  8.3980  -0.1591
H  -0.8446  7.1110  1.0968
H  1.9442  6.0166  3.0401
H  1.0788  9.4608  -2.0964
C  8.0321  -0.7450  7.7129
C  8.5872  -1.8934  8.1057
C  9.7769  -2.4756  7.4104
O  10.2428  -3.5204  7.8381
C  10.3132  -1.7705  6.2602
C  9.7618  -0.6153  5.8506
C  8.5825  -0.0170  6.5698
O  8.1288  1.0367  6.1835
O  10.2295  0.0443  4.7999
O  8.1205  -2.5988  9.1461
H  7.1745  -0.3159  8.2117
H  11.1612  -2.2126  5.7573
H  9.6727  0.8492  4.6752
H  8.7038  -3.3768  9.2110
C  -9.9591  0.2906  -0.4382
C  -9.9540  0.4271  0.8906
C  -8.8302  -0.0905  1.7306
O  -8.8774  0.0807  2.9341
C  -7.7336  -0.7806  1.0629
C  -7.7324  -0.9226  -0.2685
C  -8.8508  -0.3806  -1.1136
O  -8.8060  -0.5199  -2.3182
O  -6.7343  -1.5549  -0.8970
O  -10.9461  1.0313  1.5524
H  -10.7661  0.6617  -1.0540
H  -6.9361  -1.1639  1.6837
H  -6.9068  -1.5388  -1.8647
H  -10.6929  0.9960  2.4932
C  -4.3432  -6.9406  -8.6745
C  -5.0965  -7.9851  -9.0270
C  -6.4209  -8.2514  -8.3874
O  -7.0675  -9.2111  -8.7673
C  -6.8702  -7.3497  -7.3366
C  -6.1218  -6.2991  -6.9716
C  -4.7994  -6.0179  -7.6356
O  -4.1523  -5.0507  -7.2959
O  -6.5312  -5.4719  -6.0058
O  -4.7191  -8.8556  -9.9702
H  -3.3852  -6.7389  -9.1326
H  -7.8220  -7.5654  -6.8723
H  -5.8690  -4.7570  -5.8696
H  -5.4422  -9.5066  -10.0291